1.
{"formula": "C3H10N2S", "method": "the ωB97M-V functional and the def2-TZVPD basis", "elements": ["C", "S", "C", "H", "H", "H", "H", "H", "H", "N", "C", "N", "H", "H", "H", "H"], "coordinates": [[-1.32, -0.85, 0.69], [-1.66, 0.36, -0.54], [-2.74, 1.63, 0.26], [-2.39, -1.13, 1.24], [-0.92, -0.32, 1.57], [-0.67, -1.70, 0.33], [-2.86, 2.59, -0.44], [-3.75, 1.29, 0.48], [-2.24, 1.93, 1.10], [2.44, 0.33, -1.22], [2.53, -1.00, -0.66], [2.42, -1.11, 0.62], [2.32, 0.52, -2.20], [2.93, 1.08, -0.67], [2.77, -1.81, -1.54], [3.15, -1.83, 0.96]], "nbo_charge": [-0.79, 0.01, -0.75, 0.18, 0.21, 0.27, 0.22, 0.19, 0.19, -0.96, 0.00, -0.82, 0.30, 0.36, 0.08, 0.31], "multiplicity": 2, "de_lowest_kj_mol": 229.4, "s2": 0.751, "e_lumo_ev": [3.4, 3.5], "homo_ev": [1.2, -4.8], "homo_lumo_gap_ev": [2.2, 8.3], "energy_ha": -627.86600, "charge": -1}

=====

2.
{"formula": "C3H10N2S", "method": "the ωB97M-V functional and the def2-TZVPD basis", "elements": ["H", "N", "C", "N", "H", "H", "H", "C", "S", "C", "H", "H", "H", "H", "H", "H"], "coordinates": [[2.48, 1.73, 0.26], [2.31, 0.84, 0.62], [2.15, 0.06, -0.39], [2.19, -1.29, -0.36], [1.99, 0.38, -1.27], [1.49, -1.78, -0.96], [2.25, -1.62, 0.58], [-1.95, 1.52, -0.29], [-1.64, -0.29, -0.47], [-1.00, -0.65, 1.23], [-2.77, 1.70, 0.51], [-1.01, 2.06, -0.07], [-2.32, 1.99, -1.23], [-1.87, -0.84, 1.89], [-0.38, 0.17, 1.62], [-0.42, -1.59, 1.13]], "nbo_charge": [0.33, -0.73, 0.29, -0.80, 0.13, 0.39, 0.38, -0.75, 0.14, -0.74, 0.22, 0.22, 0.23, 0.22, 0.24, 0.22], "de_lowest_kj_mol": 93.3, "e_lumo_ev": 0.8, "homo_ev": -8.7, "homo_lumo_gap_ev": 9.5, "energy_ha": -627.95909}

=====

3.
{"formula": "C3H10N2S", "method": "the ωB97M-V functional and the def2-TZVPD basis", "elements": ["N", "C", "C", "S", "C", "N", "H", "H", "H", "H", "H", "H", "H", "H", "H", "H"], "coordinates": [[-0.61, -0.45, 1.87], [-0.21, 0.86, 1.41], [1.05, 1.06, 1.04], [-3.13, -0.62, -0.14], [0.56, -0.61, -1.65], [1.86, 0.13, -1.27], [-1.54, -0.60, 1.51], [0.18, -1.01, 1.67], [-1.04, 1.57, 1.35], [2.49, 0.42, -0.56], [1.75, 0.90, 1.93], [-4.24, 0.03, 0.23], [0.39, -1.63, -1.24], [-0.16, 0.18, -1.11], [0.50, -0.31, -2.82], [2.16, 0.08, -2.21]], "nbo_charge": [-0.72, -0.06, 0.03, -0.75, -0.42, -0.93, 0.44, 0.38, 0.29, 0.40, 0.22, 0.12, 0.21, 0.21, 0.22, 0.37], "de_lowest_kj_mol": 875.5, "e_lumo_ev": -3.5, "homo_ev": -7.4, "homo_lumo_gap_ev": 3.8, "energy_ha": -627.66116}

=====

4.
{"formula": "C3H10N2S", "method": "the ωB97M-V functional and the def2-TZVPD basis", "elements": ["N", "C", "C", "N", "C", "S", "H", "H", "H", "H", "H", "H", "H", "H", "H", "H"], "coordinates": [[-0.02, -2.06, 1.31], [-0.02, -1.38, 0.03], [0.07, 0.17, 0.15], [-0.96, 0.79, 0.96], [0.14, 0.75, -1.29], [0.62, 2.50, -1.36], [0.69, -1.58, 1.87], [-0.89, -1.93, 1.80], [0.87, -1.63, -0.56], [-0.81, -1.60, -0.70], [1.03, 0.37, 0.64], [-1.85, 0.76, 0.48], [-0.72, 1.75, 1.09], [0.89, 0.17, -1.83], [-0.82, 0.62, -1.79], [1.79, 2.31, -0.81]], "nbo_charge": [-0.82, -0.22, -0.06, -0.84, -0.54, -0.03, 0.35, 0.36, 0.18, 0.19, 0.17, 0.35, 0.37, 0.21, 0.22, 0.11], "de_lowest_kj_mol": 21.1, "e_lumo_ev": 0.9, "homo_ev": -9.0, "homo_lumo_gap_ev": 9.8, "energy_ha": -627.98661}